Entry 1:
{"formula": "C5H15N2", "method": "ωB97M-V/def2-TZVPD", "symbols": ["C", "C", "N", "C", "C", "N", "C", "H", "H", "H", "H", "H", "H", "H", "H", "H", "H", "H", "H", "H", "H", "H"], "xyz": [[0.821, -2.216, -0.836], [0.898, -1.000, -1.723], [0.591, 0.323, -1.148], [1.278, 0.789, 0.070], [0.224, 0.693, 1.176], [-1.054, 1.337, 0.783], [-2.349, 0.727, 1.264], [1.469, -3.042, -1.161], [-0.136, -2.717, -0.923], [1.018, -2.046, 0.213], [0.129, -1.022, -2.524], [1.780, -1.070, -2.362], [0.952, 1.016, -1.816], [2.220, 0.307, 0.437], [1.686, 1.789, -0.007], [0.668, 1.060, 2.114], [-0.011, -0.349, 1.410], [-0.915, 1.283, -0.254], [-1.196, 2.300, 1.089], [-2.134, -0.282, 1.591], [-3.202, 0.752, 0.564], [-2.737, 1.369, 2.044]], "forces_ev_per_a": [[-0.4, -1.0, -0.1], [-1.0, -0.1, -1.9], [2.0, 1.6, -0.1], [-0.1, -0.9, 1.0], [1.4, -0.5, 1.9], [-0.8, 0.5, -0.7], [-0.5, -0.2, -0.1], [0.3, 0.6, 0.0], [-0.6, 0.3, 0.3], [0.2, 0.2, 0.3], [0.1, -0.6, 0.5], [0.7, 0.7, 0.6], [-0.7, -0.6, -0.3], [-0.9, -0.6, -0.5], [-0.6, 0.6, -0.4], [-0.7, 0.4, -0.2], [0.0, 0.0, -0.4], [-0.6, -0.1, 0.1], [1.0, 0.1, -0.4], [-0.3, 0.0, 0.1], [1.0, -0.2, -0.5], [0.3, -0.2, 0.7]], "mulliken_charge": [-0.99, -0.48, -0.41, -0.62, -0.62, -0.02, -0.79, 0.33, 0.29, 0.26, 0.35, 0.33, 0.21, 0.32, 0.45, 0.34, 0.23, 0.44, 0.39, 0.28, 0.35, 0.36], "smiles": "CCNCC[NH2+]C", "de_lowest_ev": 1.619, "charge": 1, "e_lumo_ev": -2.956, "energy_ha": -308.73315}

***

Entry 2:
{"formula": "C5H15N2", "method": "ωB97M-V/def2-TZVPD", "symbols": ["C", "C", "C", "N", "C", "C", "N", "H", "H", "H", "H", "H", "H", "H", "H", "H", "H", "H", "H", "H", "H", "H"], "xyz": [[0.818, 0.412, 1.873], [-0.528, 0.459, 1.178], [-1.528, -0.395, 2.021], [-0.351, -0.461, -0.180], [-0.612, 0.144, -1.422], [0.772, 0.445, -2.190], [1.481, -0.829, -1.985], [0.498, 0.828, 2.936], [1.385, -0.474, 2.183], [1.664, 1.137, 1.708], [-1.034, 1.468, 0.851], [-1.010, -1.051, 2.618], [-2.325, -0.858, 1.372], [-1.995, 0.356, 2.697], [0.585, -0.772, -0.181], [-0.805, -1.394, -0.004], [-1.131, 1.219, -1.361], [-1.169, -0.435, -2.156], [1.260, 1.360, -1.843], [0.498, 0.869, -3.132], [1.134, -1.479, -2.693], [2.395, -0.550, -2.290]], "forces_ev_per_a": [[0.7, 3.4, 3.8], [-0.7, -2.0, -1.5], [-1.8, 3.2, -1.7], [-1.8, -0.6, 3.2], [0.0, 4.8, -3.6], [-2.4, -0.2, 2.2], [0.4, 1.5, -1.4], [0.7, -0.8, -1.7], [-1.0, -0.7, -0.8], [-1.2, -0.3, -1.0], [1.6, -1.9, 0.6], [1.0, -1.9, 1.2], [0.8, 0.4, 0.9], [-0.1, -0.8, -0.3], [2.2, -0.2, -0.4], [-0.2, 1.4, -0.4], [0.7, -2.6, 0.4], [-0.3, -0.4, 0.6], [0.5, -0.7, 1.1], [-0.2, -0.9, -1.5], [0.2, -0.1, 0.2], [1.1, -0.9, 0.1]], "mulliken_charge": [-1.40, 0.40, -1.41, -0.05, -0.70, -0.77, -0.54, 0.35, 0.40, 0.37, 0.38, 0.40, 0.44, 0.38, 0.45, 0.39, 0.24, 0.38, 0.37, 0.42, 0.22, 0.26], "smiles": "CC(C)[NH2+]CCN", "de_lowest_ev": 2.438, "charge": 1, "e_lumo_ev": -2.726, "energy_ha": -308.70309}

***

Entry 3:
{"formula": "C5H15N2", "method": "ωB97M-V/def2-TZVPD", "symbols": ["C", "C", "C", "C", "N", "C", "N", "H", "H", "H", "H", "H", "H", "H", "H", "H", "H", "H", "H", "H", "H", "H"], "xyz": [[-0.402, -0.391, 1.858], [0.690, -0.646, 0.795], [0.642, -2.084, 0.258], [0.590, 0.336, -0.402], [0.544, 1.741, 0.135], [-0.664, 0.116, -1.285], [-1.128, 1.351, -1.877], [-0.740, -1.339, 2.261], [-1.289, 0.040, 1.381], [-0.124, 0.277, 2.671], [1.669, -0.496, 1.246], [1.160, -2.738, 0.957], [1.140, -2.193, -0.702], [-0.389, -2.439, 0.284], [1.513, 0.240, -0.967], [0.691, 2.434, -0.598], [1.210, 1.932, 0.888], [-0.377, 1.918, 0.538], [-1.430, -0.348, -0.696], [-0.370, -0.639, -2.019], [-0.800, 1.523, -2.818], [-2.137, 1.405, -1.910]], "forces_ev_per_a": [[-0.2, 0.0, -0.7], [-0.1, 0.3, -0.2], [0.0, 0.0, 0.9], [-0.2, -0.6, 0.7], [0.1, 0.4, 0.4], [1.1, -0.2, -0.5], [-0.3, 0.5, 0.0], [0.1, 0.0, 0.3], [-0.1, 0.0, 0.1], [0.2, -0.1, 0.0], [0.2, 0.1, 0.1], [0.1, 0.0, 0.0], [-0.2, -0.1, -0.2], [0.0, 0.0, -0.6], [0.0, 0.2, -0.2], [-0.3, 0.0, -0.1], [0.2, -0.3, -0.1], [-0.1, 0.1, -0.2], [-0.5, 0.0, 0.4], [-0.1, 0.0, 0.0], [0.1, -0.2, 0.0], [0.0, 0.0, 0.0]], "mulliken_charge": [-1.43, 0.55, -1.65, -0.59, -0.24, -0.65, -0.54, 0.40, 0.36, 0.34, 0.49, 0.43, 0.39, 0.41, 0.44, 0.38, 0.35, 0.35, 0.43, 0.33, 0.22, 0.23], "smiles": "CC(C)[C@H]([NH3+])CN", "de_lowest_ev": 0.336, "charge": 1, "e_lumo_ev": -3.223, "energy_ha": -308.78033}

***

Entry 4:
{"formula": "C5H15N2", "method": "ωB97M-V/def2-TZVPD", "symbols": ["C", "C", "C", "N", "C", "C", "N", "H", "H", "H", "H", "H", "H", "H", "H", "H", "H", "H", "H", "H", "H", "H"], "xyz": [[2.394, 0.184, 0.711], [1.574, -0.974, 0.253], [0.097, -0.412, -0.685], [-0.675, -1.690, -0.652], [-0.734, 0.727, 0.040], [-1.978, 1.384, -0.836], [-1.267, -0.051, 1.127], [2.417, 0.951, -0.007], [1.986, 0.546, 1.714], [3.384, -0.159, 0.986], [2.203, -1.738, -0.385], [1.029, -1.403, 1.170], [0.367, -0.053, -1.591], [-0.092, -2.484, -0.563], [-1.269, -1.847, -1.516], [-0.074, 1.713, 0.343], [-2.508, 2.093, -0.219], [-2.588, 0.607, -1.171], [-1.625, 2.051, -1.582], [-2.145, 0.243, 1.597], [-0.598, -0.286, 1.977], [-1.285, -1.075, 0.517]], "forces_ev_per_a": [[-0.4, -0.4, 2.7], [-2.9, -0.1, -1.2], [2.0, -1.8, 3.9], [-1.9, 1.9, -1.9], [0.9, 2.9, -1.3], [2.6, -0.4, 2.5], [0.0, -1.6, 3.8], [0.3, 1.1, -0.7], [0.4, 0.0, -1.4], [0.4, 0.1, -0.3], [-1.8, 1.3, 1.2], [1.2, -0.2, -1.5], [1.0, 0.6, -3.1], [0.7, -0.8, 0.2], [0.8, 0.4, 1.4], [-1.3, -2.9, -0.5], [-0.4, -0.2, 0.7], [-1.2, -1.0, -0.8], [0.7, -0.1, -1.1], [0.6, -0.1, -0.8], [-1.3, 1.0, -2.3], [-0.6, 0.2, 0.6]], "mulliken_charge": [-1.16, -0.45, -0.48, -0.50, 0.05, -1.44, -0.39, 0.31, 0.24, 0.38, 0.33, 0.35, 0.55, 0.24, 0.24, 0.28, 0.41, 0.42, 0.40, 0.33, 0.32, 0.56], "smiles": "CC[C@@H](N)[C@@H](C)[NH3+]", "de_lowest_ev": 2.528, "charge": 1, "e_lumo_ev": -2.973, "energy_ha": -308.69977}

***

Entry 5:
{"formula": "C5H15N2", "method": "ωB97M-V/def2-TZVPD", "symbols": ["C", "C", "N", "C", "C", "C", "N", "H", "H", "H", "H", "H", "H", "H", "H", "H", "H", "H", "H", "H", "H", "H"], "xyz": [[0.195, -2.221, 2.371], [0.730, -1.710, 1.002], [-0.201, -0.690, 0.557], [0.534, 0.132, -0.386], [-0.493, 1.399, -0.694], [0.211, 2.420, -1.622], [-1.588, 0.734, -1.496], [0.810, -1.887, 3.242], [-0.795, -1.785, 2.499], [0.103, -3.282, 2.529], [1.647, -1.221, 1.122], [0.978, -2.551, 0.148], [-1.168, -1.218, 0.228], [-0.305, -0.069, 1.424], [1.482, 0.452, 0.054], [0.838, -0.282, -1.392], [-0.908, 1.859, 0.181], [1.261, 2.286, -1.443], [0.430, 2.215, -2.713], [-0.107, 3.493, -1.494], [-2.372, 1.306, -1.644], [-1.281, 0.621, -2.474]], "forces_ev_per_a": [[0.7, 0.4, 0.5], [0.2, -4.4, 0.0], [-1.3, -1.3, 0.1], [-1.7, 3.8, -2.5], [0.9, -1.8, -4.1], [1.2, 0.7, -0.1], [1.3, -1.1, 0.3], [-0.3, 0.0, -0.9], [-0.2, -0.2, 0.3], [0.0, -0.4, -0.5], [1.4, 0.5, 0.4], [-1.2, 2.1, 2.1], [2.7, 2.5, 0.7], [-0.8, -1.1, -1.6], [-0.4, 0.1, 0.4], [-0.9, -0.3, 1.3], [0.0, 0.1, 0.6], [1.0, 1.0, 1.2], [-1.9, -0.3, 0.7], [0.4, -1.3, -0.1], [-1.4, 1.1, 0.5], [0.3, -0.2, 0.8]], "mulliken_charge": [-1.05, -0.29, -0.19, -1.14, 0.25, -1.25, -0.65, 0.31, 0.30, 0.33, 0.36, 0.38, 0.44, 0.43, 0.46, 0.35, 0.46, 0.33, 0.35, 0.31, 0.26, 0.25], "smiles": "CC[NH2+]C[C@@H](C)N", "de_lowest_ev": 2.582, "charge": 1, "e_lumo_ev": -3.171, "energy_ha": -308.69777}

***

Entry 6:
{"formula": "C5H15N2", "method": "ωB97M-V/def2-TZVPD", "symbols": ["N", "C", "C", "C", "N", "C", "C", "H", "H", "H", "H", "H", "H", "H", "H", "H", "H", "H", "H", "H", "H", "H"], "xyz": [[1.794, -0.988, -0.042], [1.186, 0.184, -0.694], [2.268, 1.049, -1.266], [0.391, 0.924, 0.390], [-0.633, 0.143, 0.897], [-1.309, 0.624, 2.003], [-3.010, -1.627, -1.062], [-3.661, -2.124, -0.360], [1.264, -1.274, 0.782], [1.796, -1.802, -0.655], [0.464, -0.102, -1.465], [1.920, 1.925, -1.812], [2.934, 1.391, -0.471], [2.866, 0.435, -1.930], [1.072, 1.298, 1.191], [-0.047, 1.845, -0.036], [-1.307, -0.181, 2.744], [-0.979, 1.589, 2.382], [-2.368, 0.710, 1.697], [-2.850, -2.377, -1.841], [-2.039, -1.357, -0.653], [-3.483, -0.762, -1.522]], "forces_ev_per_a": [[-0.7, -0.1, 0.1], [-0.4, -0.4, 0.6], [0.5, 0.4, -0.1], [1.1, -0.8, -0.8], [0.0, 0.4, 0.2], [0.2, 0.9, -0.3], [0.1, -0.4, -0.8], [-0.1, 0.2, 0.5], [0.2, 0.0, -0.1], [0.3, 0.3, 0.0], [0.0, -0.1, -0.1], [-0.2, -0.1, -0.1], [0.0, 0.0, 0.0], [0.1, 0.0, -0.2], [-0.3, 0.1, 0.1], [-0.3, 0.3, 0.3], [-0.3, -0.3, 0.2], [0.2, 0.0, 0.2], [-0.2, -0.5, 0.0], [0.1, 0.2, -0.1], [-0.1, -0.1, 0.2], [-0.1, 0.0, 0.1]], "mulliken_charge": [-0.63, 0.59, -1.43, -0.91, 0.10, -0.77, -0.86, 0.31, 0.22, 0.28, 0.26, 0.40, 0.36, 0.36, 0.52, 0.49, 0.37, 0.39, 0.37, 0.33, -0.02, 0.26], "de_lowest_ev": 4.976, "charge": 1, "e_lumo_ev": -8.454, "energy_ha": -308.60981}